Molecular formula: C5H13NS
Method: DFT, wB97M-V/def2-TZVPD

Structure (ORCA input):
```
! RIJCOSX wB97M-V def2-TZVPD def2/J DEFGRID3
* xyz 0 1
C 1.313 -1.196 -1.801
C 1.287 -1.738 -0.390
N 0.194 -1.263 0.432
C 0.280 0.051 1.067
C -0.298 1.244 0.306
C -1.857 1.154 0.481
S -2.593 2.496 1.599
H 2.023 -1.670 -2.482
H 1.515 -0.112 -1.840
H 0.332 -1.373 -2.258
H 1.266 -2.853 -0.485
H 2.233 -1.591 0.134
H -0.718 -1.604 0.177
H -0.033 0.061 2.108
H 1.380 0.113 1.103
H -0.026 1.254 -0.760
H 0.095 2.184 0.710
H -1.975 0.349 1.211
H -2.460 0.930 -0.389
H -1.960 3.564 1.077
*
```

Summary:
Frontier orbital gap, hartree: 0.3507
Max |F|, eV/A: 2.62
Total energy, Ha: -651.20769
SMILES: CCNCCCS
Energy above the lowest of the compared OMol25 structures with the same formula, charge and spin, kcal per mole: 22.76
Lowest unoccupied orbital energy, hartree: 0.0383